This record from the OMol25 dataset describes C28H35ClGdN6OS2 as an isolated structure. The level of theory is ωB97M-V/def2-TZVPD.

Values from the calculation:
- LUMO energy (alpha / beta) (Ha) = -0.40403 / -0.34093
- 2S+1 = 8
- charge = +3
- energy relative to the best compared isomer or geometry (same formula, charge and spin) (kcal per mole) = 0.0
- <S²> = 15.929

Atoms and positions in Å:
1 Gd 0.438 -0.473 0.579
2 C 1.625 -3.383 3.420
3 C 2.172 -2.442 2.384
4 C 2.546 -1.141 2.744
5 C 3.196 -0.304 1.843
6 C 3.468 -0.738 0.546
7 C 3.098 -2.027 0.175
8 C 2.451 -2.865 1.079
9 H 0.851 -2.914 4.028
10 H 2.432 -3.676 4.095
11 H 1.226 -4.294 2.980
12 H 2.400 -0.818 3.768
13 H 3.555 0.663 2.175
14 H 4.038 -0.119 -0.134
15 H 3.374 -2.412 -0.796
16 H 2.248 -3.890 0.792
17 C -3.380 4.278 0.240
18 C -4.296 3.235 0.326
19 C -3.861 1.928 0.454
20 C -2.491 1.669 0.499
21 C -1.569 2.708 0.416
22 C -2.017 4.013 0.285
23 N -2.011 0.328 0.627
24 N -2.864 -0.558 0.847
25 C -2.523 -1.912 0.969
26 C -3.576 -2.809 1.046
27 C -3.285 -4.160 1.134
28 C -1.955 -4.555 1.138
29 C -0.971 -3.586 1.072
30 N -1.230 -2.271 1.004
31 H -3.731 5.296 0.136
32 H -5.356 3.443 0.292
33 H -4.572 1.116 0.515
34 H -0.511 2.502 0.471
35 H -1.306 4.826 0.216
36 H -4.590 -2.436 1.029
37 H -4.081 -4.890 1.192
38 H -1.675 -5.597 1.193
39 H 0.070 -3.869 1.071
40 C -1.143 1.969 4.222
41 S 0.530 1.664 3.696
42 C 1.008 3.327 3.278
43 O 0.389 0.943 2.339
44 H -1.097 2.577 5.126
45 H -1.597 1.009 4.457
46 H -1.685 2.481 3.428
47 H 1.001 3.914 4.198
48 H 0.303 3.735 2.555
49 H 2.021 3.301 2.883
50 Cl -0.093 2.561 -4.480
51 C 0.805 2.483 -3.021
52 C 1.832 3.376 -2.750
53 C 2.511 3.251 -1.547
54 C 2.152 2.245 -0.670
55 N 1.163 1.379 -0.937
56 C 0.497 1.507 -2.089
57 H 2.089 4.148 -3.463
58 H 3.317 3.926 -1.296
59 H 2.665 2.122 0.275
60 H -0.311 0.811 -2.281
61 C -1.771 -1.371 -3.995
62 N -0.340 -1.318 -4.291
63 C 0.637 -1.596 -3.443
64 S 0.282 -2.010 -1.789
65 N 1.891 -1.603 -3.873
66 C 2.288 -1.406 -5.265
67 H -2.302 -0.990 -4.862
68 H -2.008 -0.749 -3.135
69 H -2.088 -2.394 -3.797
70 H -0.090 -1.193 -5.262
71 H 2.589 -1.889 -3.208
72 H 2.009 -0.408 -5.609
73 H 1.837 -2.163 -5.910
74 H 3.367 -1.502 -5.332

Atoms 1-3, force components in eV/Å:
Gd 0.443 -0.061 0.113
C -0.027 0.013 -0.015
C 0.019 -0.002 -0.015

This record from the OMol25 dataset describes C4H8OS as an isolated structure. The level of theory is ωB97M-V/def2-TZVPD.

Values from the calculation:
- LUMO energy (alpha / beta) (Ha) = -0.00191 / -0.00192
- charge = 0
- energy relative to the best compared isomer or geometry (same formula, charge and spin) (kcal per mole) = 94.6

Atoms and positions in Å:
1 C -0.937 -1.068 1.216
2 C -0.334 -0.421 0.220
3 C -0.673 1.028 0.075
4 C 0.478 -0.995 -0.868
5 O 2.240 -0.846 -0.255
6 S 2.752 0.456 0.430
7 H -0.770 -2.197 1.234
8 H -1.597 -0.635 2.001
9 H -0.664 1.466 -1.020
10 H -0.016 1.595 0.579
11 H -1.581 1.324 0.386
12 H 0.589 -2.088 -1.105
13 H 0.658 -0.546 -1.856
14 H 3.380 1.192 -0.764

Atoms 1-3, force components in eV/Å:
C 0.564 -2.784 0.029
C -1.578 0.819 -1.032
C 1.127 -0.442 -4.894

This record from the OMol25 dataset describes C28H27N4PPt as an isolated structure. The level of theory is ωB97M-V/def2-TZVPD.

Values from the calculation:
- LUMO energy (alpha / beta) (Ha) = 0.01520 / 0.00410
- 2S+1 = 3
- charge = 0
- energy relative to the best compared isomer or geometry (same formula, charge and spin) (kcal per mole) = 0.0
- <S²> = 2.026

Atoms and positions in Å:
1 Pt 0.844 -0.276 0.165
2 N -1.769 -1.486 1.620
3 C -1.414 -1.420 2.954
4 C -2.214 -2.103 3.886
5 C -1.896 -2.128 5.225
6 C -0.761 -1.464 5.690
7 C 0.023 -0.786 4.779
8 C -0.273 -0.748 3.411
9 P 0.806 0.218 2.300
10 C 0.403 1.946 2.683
11 C 1.145 2.932 2.032
12 C 0.861 4.270 2.240
13 C -0.186 4.638 3.080
14 C -0.944 3.662 3.707
15 C -0.650 2.318 3.509
16 C 2.462 -0.027 3.050
17 C 3.184 -1.171 2.713
18 C 4.427 -1.408 3.276
19 C 4.975 -0.499 4.171
20 C 4.269 0.647 4.504
21 C 3.017 0.879 3.947
22 H -1.403 -0.793 0.980
23 H -2.722 -1.757 1.443
24 H -3.096 -2.622 3.528
25 H -2.536 -2.668 5.911
26 H -0.502 -1.470 6.739
27 H 0.899 -0.262 5.141
28 H 1.931 2.649 1.343
29 H 1.442 5.028 1.732
30 H -0.413 5.685 3.235
31 H -1.766 3.944 4.351
32 H -1.242 1.561 4.009
33 H 2.769 -1.868 1.993
34 H 4.976 -2.301 3.006
35 H 5.951 -0.678 4.604
36 H 4.687 1.365 5.197
37 H 2.473 1.775 4.219
38 C 2.568 -5.176 -0.839
39 N 2.293 -3.796 -1.205
40 C 3.109 -2.954 -1.931
41 C 2.453 -1.768 -2.012
42 N 1.243 -1.869 -1.356
43 C 1.194 -3.098 -0.877
44 H 3.461 -5.504 -1.363
45 H 1.736 -5.813 -1.133
46 H 2.735 -5.259 0.233
47 H 4.062 -3.280 -2.309
48 H 2.739 -0.853 -2.504
49 H 0.375 -3.513 -0.311
50 N 0.738 1.612 -0.596
51 C 1.209 1.608 -1.899
52 C 2.337 2.387 -2.214
53 C 2.847 2.400 -3.500
54 C 2.234 1.670 -4.515
55 C 1.103 0.919 -4.218
56 C 0.600 0.873 -2.927
57 H 2.803 2.967 -1.427
58 H 3.725 2.997 -3.716
59 H 2.628 1.696 -5.522
60 H 0.609 0.352 -4.998
61 H -0.270 0.271 -2.696

Atoms 1-3, force components in eV/Å:
Pt 0.103 -0.549 -0.136
N -0.240 -0.109 0.061
C -0.146 -0.089 -0.185

This record from the OMol25 dataset describes a 9-piece molecular cluster, C29H64Br2N19O11P overall. The level of theory is ωB97M-V/def2-TZVPD.

Values from the calculation:
- LUMO energy (Ha) = -0.01001
- charge = 0

Atoms and positions in Å:
1 C -3.917 0.180 3.066
2 C -3.323 1.076 1.903
3 C -4.082 0.986 0.515
4 Br -5.099 -0.685 0.233
5 C -3.012 1.076 -0.671
6 C -1.854 0.007 -0.666
7 P -1.904 -1.869 -0.851
8 N -1.893 -2.155 -2.437
9 N -0.654 0.516 -0.512
10 C 0.619 -0.203 -0.423
11 C 0.868 -0.875 1.013
12 C 1.896 -0.051 1.904
13 O -0.334 -1.024 1.781
14 C -0.264 -2.129 2.701
15 C -1.062 -3.392 2.263
16 C -0.293 -4.635 1.994
17 C -0.997 -5.860 1.591
18 C -2.451 -5.932 1.450
19 C -3.226 -4.716 1.732
20 C -2.511 -3.484 2.121
21 C -0.713 2.007 -0.435
22 C 0.179 2.763 0.615
23 C 0.507 4.221 0.026
24 C 1.931 4.318 -0.608
25 N 2.078 3.464 -1.841
26 C -2.186 2.451 -0.709
27 Br -2.923 4.039 0.188
28 C -2.284 2.865 -2.269
29 O -2.592 4.031 -2.548
30 O -2.087 1.986 -3.202
31 H -3.753 0.756 4.027
32 H -5.017 -0.001 3.003
33 H -3.296 -0.746 3.153
34 H -2.223 0.875 1.840
35 H -3.424 2.146 2.250
36 H -4.797 1.841 0.433
37 H -3.573 0.861 -1.623
38 H -3.058 -2.477 -0.301
39 H -0.752 -2.515 -0.325
40 H -1.041 -2.700 -2.642
41 H 1.469 0.517 -0.575
42 H 0.707 -1.021 -1.184
43 H 1.363 -1.877 0.831
44 H 1.319 0.572 2.643
45 H 2.508 0.661 1.279
46 H 2.614 -0.719 2.458
47 H 0.816 -2.422 2.836
48 H -0.599 -1.766 3.717
49 H 0.820 -4.621 2.123
50 H -0.423 -6.795 1.382
51 H -3.001 -6.841 1.128
52 H -4.342 -4.694 1.646
53 H -3.150 -2.595 2.327
54 H -0.198 2.289 -1.406
55 H 1.167 2.232 0.650
56 H -0.275 2.842 1.638
57 H -0.247 4.380 -0.797
58 H 0.318 4.997 0.816
59 H 2.039 5.385 -0.974
60 H 2.779 4.134 0.102
61 H 1.343 3.737 -2.510
62 H 2.943 3.811 -2.277
63 C 0.946 8.122 1.375
64 O 1.573 7.086 1.223
65 N 1.418 9.334 0.978
66 N -0.288 8.157 1.956
67 H 0.910 10.190 1.099
68 H 2.328 9.357 0.542
69 H -0.677 7.283 2.264
70 H -0.813 9.001 2.086
71 C -2.374 -9.877 2.426
72 O -2.786 -8.973 1.715
73 N -2.728 -9.999 3.736
74 N -1.528 -10.841 1.975
75 H -2.398 -10.736 4.331
76 H -3.352 -9.305 4.112
77 H -1.242 -10.789 1.013
78 H -1.185 -11.587 2.550
79 C -5.114 0.494 -4.237
80 O -5.175 0.021 -3.107
81 N -6.211 0.598 -5.048
82 N -3.965 0.953 -4.779
83 H -6.177 0.982 -5.973
84 H -7.086 0.269 -4.683
85 H -3.127 0.896 -4.209
86 H -3.907 1.343 -5.700
87 C 0.669 -3.995 -5.413
88 O 0.619 -4.547 -4.328
89 N -0.425 -3.815 -6.200
90 N 1.829 -3.504 -5.938
91 H -0.395 -3.362 -7.093
92 H -1.304 -4.160 -5.852
93 H 2.664 -3.613 -5.392
94 H 1.880 -3.048 -6.830
95 C 5.695 -0.930 2.080
96 O 4.598 -1.235 2.519
97 N 6.796 -1.714 2.241
98 N 5.916 0.224 1.391
99 H 7.702 -1.473 1.885
100 H 6.679 -2.576 2.744
101 H 5.131 0.834 1.249
102 H 6.813 0.485 1.026
103 C 5.417 8.801 0.749
104 O 4.673 9.393 -0.019
105 N 6.123 7.700 0.387
106 N 5.602 9.196 2.041
107 H 6.735 7.209 1.010
108 H 6.018 7.371 -0.561
109 H 5.098 10.007 2.352
110 H 6.208 8.719 2.681
111 C 8.210 7.033 -2.973
112 O 7.120 6.709 -2.532
113 N 9.324 6.263 -2.822
114 N 8.411 8.192 -3.655
115 H 10.225 6.519 -3.180
116 H 9.221 5.396 -2.324
117 H 7.616 8.791 -3.790
118 H 9.302 8.469 -4.022
119 C -6.857 -10.280 2.882
120 O -6.940 -10.823 3.972
121 N -7.933 -10.100 2.065
122 N -5.683 -9.806 2.384
123 H -7.877 -9.656 1.168
124 H -8.822 -10.435 2.393
125 H -4.863 -9.918 2.954
126 H -5.601 -9.359 1.490

Atoms 1-3, force components in eV/Å:
C 0.816 0.949 0.560
C -1.087 0.223 0.886
C 2.073 0.124 0.075

This record from the OMol25 dataset describes C7H8Br2 as an isolated structure. The level of theory is ωB97M-V/def2-TZVPD.

Values from the calculation:
- LUMO energy (Ha) = -0.00957
- charge = 0
- energy relative to the best compared isomer or geometry (same formula, charge and spin) (kcal per mole) = 108.6

Atoms and positions in Å:
1 C -1.438 -0.702 1.615
2 C -1.181 -1.177 2.804
3 C -0.072 0.073 1.784
4 C 0.740 -0.248 0.474
5 C 0.083 0.302 -0.818
6 C -1.259 -0.342 -1.263
7 C -2.287 -0.154 -0.097
8 Br -3.938 -1.112 -0.440
9 Br -2.688 1.744 0.320
10 H -0.321 1.121 1.792
11 H 0.381 -0.178 2.698
12 H 1.783 0.067 0.557
13 H 0.906 -1.433 0.608
14 H -0.084 1.343 -0.481
15 H 0.854 0.132 -1.688
16 H -1.815 0.168 -2.114
17 H -1.360 -1.413 -1.460

Atoms 1-3, force components in eV/Å:
C -0.848 0.822 -1.791
C -1.489 -0.245 -1.561
C -0.423 0.516 -3.337

This record from the OMol25 dataset describes one molecule with the formula C4H6ClFS2. The level of theory is ωB97M-V/def2-TZVPD.

Values from the calculation:
- LUMO energy (Ha) = -0.01868
- SMILES = FC[C@@H](CCl)C(=S)S
- charge = 0
- energy relative to the best compared isomer or geometry (same formula, charge and spin) (kcal per mole) = 6.4

Atoms and positions in Å:
1 F -0.784 -0.802 2.206
2 C 0.252 -0.326 1.495
3 C -0.176 -0.418 0.029
4 C -1.432 0.386 -0.210
5 Cl -2.218 -0.196 -1.680
6 C 1.032 -0.119 -0.828
7 S 2.172 -1.288 -0.937
8 S 0.984 1.463 -1.579
9 H 0.535 0.645 1.802
10 H 1.083 -0.968 1.753
11 H -0.381 -1.438 -0.162
12 H -2.063 0.273 0.626
13 H -1.142 1.437 -0.306
14 H 2.136 1.350 -2.208

Atoms 1-3, force components in eV/Å:
F -1.642 -0.224 1.481
C 0.733 -1.006 -0.923
C 0.858 0.629 0.367

Number 1: electronic energy -95598.01183 eV. Number 2: electronic energy -17156.34729 eV. Number 3: electronic energy -47968.57656 eV. Number 4: electronic energy -231322.07239 eV. Number 5: electronic energy -147467.21051 eV. Number 6: electronic energy -41155.04912 eV.